No. 1
{
  "formula": "C5H31NO13",
  "method": "ωB97M-V/def2-TZVPD",
  "symbols": ["C", "C", "N", "C", "C", "C", "O", "O", "H", "H", "H", "H", "H", "H", "H", "H", "H", "H", "H", "O", "H", "H", "O", "H", "H", "O", "H", "H", "O", "H", "H", "O", "H", "H", "O", "H", "H", "O", "H", "H", "O", "H", "H", "O", "H", "H", "O", "H", "H", "O"],
  "xyz": [[1.364646, -2.498520, 1.296597], [1.061511, -1.356939, 0.436480], [2.017490, -0.907780, -0.438822], [2.970267, -1.834056, -0.979335], [1.732793, 0.331097, -1.224562], [1.280273, 0.086384, -2.671377], [1.898349, 0.730440, -3.487952], [0.103960, -0.581030, 0.690115], [0.422147, -2.771218, 1.814550], [1.765256, -3.355852, 0.757562], [2.007653, -2.140719, 2.043657], [2.530654, -2.358442, -1.830042], [3.447501, -2.415112, -0.228358], [3.899941, -1.424057, -1.534867], [0.999952, 0.974807, -0.655635], [2.612595, 0.830293, -1.340824], [0.524921, -0.584235, -2.849839], [-1.300069, 1.248004, -1.574483], [-1.141638, 1.409910, -3.014120], [-0.638726, 1.595673, -2.185160], [-1.467460, -0.546718, 1.259748], [-2.612878, 0.085255, 2.134656], [-2.353067, -0.615099, 1.465364], [2.631589, 4.269144, 0.220426], [1.383908, 3.545069, -0.485154], [1.717632, 3.929815, 0.392409], [-1.209339, -2.023678, -2.396024], [-1.141856, -3.356751, -3.317035], [-0.697696, -2.658897, -2.886379], [3.336829, -0.402881, 3.305957], [2.677178, 0.575852, 2.372058], [3.298083, -0.096201, 2.399926], [-2.599750, 2.611282, 2.432012], [-1.119107, 2.139621, 2.429301], [-1.989543, 2.159562, 2.978715], [-2.706170, -4.178790, 1.153303], [-2.196612, -3.856798, -0.038165], [-2.045676, -4.564012, 0.625515], [-2.842851, 0.467596, 0.292515], [-3.459776, 0.798846, -1.129601], [-2.881146, 1.159948, -0.432270], [-1.022484, -0.801165, -0.446172], [-2.011285, -2.040907, -0.439364], [-1.719572, -1.258443, -0.947368], [1.533352, 2.635129, 1.648512], [0.649172, 1.718254, 2.485403], [1.510062, 1.984349, 2.308592], [-3.876415, 2.543085, 0.558815], [-3.449737, 4.036208, 0.850055], [-3.735710, 3.211666, 1.238872]],
  "forces_ev_per_angstrom": [[-2.106, -1.641, -0.334], [1.285, 3.085, -0.363], [-1.644, 0.327, -0.125], [2.018, 0.663, -2.393], [-2.558, -1.696, 1.307], [2.896, 2.677, 1.523], [-0.604, -0.601, -0.697], [0.646, -0.660, -0.049], [0.529, -0.089, -0.433], [0.017, 0.053, 0.238], [1.294, 0.416, 0.908], [-0.203, -0.800, 0.448], [-0.167, -0.861, 0.551], [-1.571, 0.561, 1.199], [0.857, -0.980, -0.703], [2.567, 1.433, -0.076], [-1.934, -1.887, -0.872], [-0.207, 0.182, 0.943], [0.950, 0.511, 0.449], [-1.173, -0.322, -1.351], [3.586, 0.378, -0.012], [0.973, -1.145, -0.677], [-5.048, 0.912, 2.203], [-1.213, -0.511, 0.066], [0.867, 0.927, 1.744], [0.278, -0.380, -2.028], [-1.073, 0.125, 0.516], [-1.199, -0.716, -0.469], [2.490, 0.260, -0.282], [0.047, 0.107, 0.181], [-2.192, 2.543, -0.054], [2.316, -2.726, -0.075], [-1.388, 1.096, -1.370], [-2.635, 0.265, 1.420], [3.939, -1.566, -0.027], [-1.557, -0.040, 2.492], [1.055, -1.103, -0.581], [0.507, 1.000, -1.883], [0.065, 0.133, -0.847], [0.430, -0.017, 0.569], [-0.804, 0.017, -0.145], [0.109, -0.323, 0.150], [0.495, 1.091, -0.148], [-1.002, -0.898, -1.004], [-0.094, 1.802, -1.729], [-2.180, -0.678, 0.373], [2.378, -1.215, 1.530], [0.462, 0.097, -0.453], [0.002, 0.034, -0.433], [-0.503, 0.160, 0.802]],
  "homo_ev": -9.39,
  "de_lowest_kcal_mol": 87.26,
  "max_force_ev_per_a": 5.58,
  "smiles": "CC(=O)N(C)CC=O.O.O.O.O.O.O.O.O.O.O.O"
}

***

No. 2
{
  "formula": "C6H14BaMgO4",
  "method": "ωB97M-V/def2-TZVPD",
  "symbols": ["O", "Ba", "C", "H", "H", "H", "O", "C", "C", "O", "C", "C", "O", "C", "Mg", "H", "H", "H", "H", "H", "H", "H", "H", "H", "H", "H"],
  "xyz": [[4.065672, 0.662900, 3.174706], [5.651724, -0.554215, 4.590095], [3.789971, 1.831606, 2.603224], [2.765091, 2.221557, 2.678871], [2.188902, 1.133257, -0.120064], [4.574459, 2.596439, 2.521608], [1.513819, 0.498878, -0.605037], [1.742458, -0.838318, -0.153097], [0.618826, -1.734185, -0.616623], [-0.586981, -0.995356, -0.415488], [-1.804674, -1.573864, -0.880583], [-2.866944, -0.517370, -0.687766], [-2.361568, 0.718508, -1.215738], [-3.354734, 1.740743, -1.346201], [-0.378895, 0.935132, -1.000153], [1.847439, -0.770905, 0.984550], [2.696178, -1.209843, -0.549136], [0.593372, -2.667850, -0.040456], [0.716892, -1.986317, -1.683277], [-2.049438, -2.471545, -0.298777], [-1.696121, -1.840930, -1.942164], [-3.102078, -0.372349, 0.376008], [-3.779339, -0.799692, -1.228245], [-2.845936, 2.659750, -1.649448], [-4.079187, 1.444344, -2.113777], [-3.858902, 1.889616, -0.383030]],
  "forces_ev_per_angstrom": [[1.118, -0.618, 0.771], [-0.930, 0.870, -0.766], [-0.264, 0.245, 0.075], [0.221, -0.272, 0.022], [-1.477, -1.563, -1.273], [-0.150, -0.374, -0.143], [1.253, 2.730, 0.749], [1.051, -0.866, 2.127], [0.198, -0.418, -0.181], [0.250, 0.868, 0.127], [-0.613, -0.535, -0.341], [-0.464, -0.572, 0.347], [1.340, 0.108, -0.060], [-0.870, 0.690, -0.111], [-0.466, -0.590, 0.151], [-0.354, -0.370, -1.479], [-0.251, 0.150, 0.004], [0.079, 0.227, -0.093], [-0.022, 0.062, 0.177], [0.053, 0.183, -0.148], [-0.018, 0.002, 0.209], [0.009, -0.022, -0.235], [0.186, 0.084, 0.115], [-0.166, -0.125, 0.014], [0.178, 0.111, 0.183], [0.110, -0.005, -0.241]],
  "total_charge": 3,
  "homo_ev": [-14.27, -17.64],
  "max_force_ev_per_a": 3.10,
  "multiplicity": 2
}